# C7H77N2O32

A 32-piece molecular cluster, C7H77N2O32 overall at a distorted geometry (ωB97M-V/def2-TZVPD, the Open Molecules 2025 dataset).

Cartesian coordinates (Å):
N -3.34 -1.15 -1.22
C -2.04 -1.28 -0.59
O -1.96 -1.93 0.49
C -0.78 -0.60 -1.28
C -0.65 0.97 -0.89
N -0.56 1.05 0.61
C -1.88 1.54 1.16
C -1.50 1.66 2.73
C 0.13 1.72 2.81
C 0.41 2.01 1.22
H -4.07 -1.24 -0.50
H -3.46 -0.20 -1.61
H -0.91 -0.71 -2.41
H 0.20 -1.10 -0.95
H 0.20 1.45 -1.45
H -1.64 1.44 -1.20
H -0.27 0.13 1.00
H -2.08 2.62 0.85
H -2.80 0.96 0.86
H -2.02 0.77 3.21
H -1.79 2.59 3.29
H 0.59 2.42 3.56
H 0.47 0.66 3.05
H 1.48 2.02 0.86
H 0.08 3.09 1.05
O 2.41 -0.29 1.06
H 2.68 0.11 1.90
H 1.79 -0.98 1.31
O -5.14 1.26 -0.81
H -5.95 0.99 -1.26
H -5.34 2.14 -0.47
O -3.46 -1.15 3.38
H -4.33 -1.58 3.37
H -3.10 -1.31 2.50
O -6.48 -0.99 -2.72
H -5.64 -1.08 -2.25
H -6.26 -1.20 -3.64
O 3.46 2.04 2.89
H 4.00 2.35 3.63
H 3.11 2.85 2.50
O -9.36 -2.10 -3.75
H -8.58 -1.72 -3.33
H -9.41 -2.99 -3.40
O 0.47 4.38 -0.91
H -0.26 3.85 -1.24
H 1.23 4.09 -1.42
O 3.87 -2.71 -0.57
H 3.06 -2.98 -1.02
H 3.66 -1.83 -0.23
O -7.50 -1.46 -5.88
H -7.41 -1.30 -6.82
H -8.46 -1.43 -5.73
O 5.99 1.04 2.35
H 5.09 1.04 1.99
H 6.26 0.12 2.31
O 6.47 2.79 -0.11
H 6.62 2.38 0.76
H 6.82 3.68 -0.01
O 6.89 -1.50 -0.21
H 6.02 -1.91 -0.24
H 7.25 -1.67 -1.08
O 8.73 -2.89 2.26
H 7.96 -2.61 1.74
H 9.48 -2.54 1.76
O 5.68 3.40 5.14
H 5.77 3.51 6.09
H 6.54 3.06 4.86
O -4.24 3.61 1.40
H -4.09 3.20 2.26
H -3.89 4.50 1.50
O 0.10 -4.62 0.43
H -0.72 -4.89 -0.01
H -0.10 -3.74 0.77
O 1.01 3.20 -3.55
H 0.24 3.46 -4.05
H 1.75 3.56 -4.05
O 3.30 1.04 5.85
H 3.52 0.26 5.33
H 4.06 1.63 5.73
O -9.40 -1.47 -8.14
H -10.28 -1.87 -8.16
H -9.04 -1.65 -9.01
O 3.11 -3.89 2.27
H 2.38 -4.42 1.94
H 3.87 -4.21 1.77
O 7.90 5.25 1.10
H 7.64 5.17 2.03
H 8.55 5.96 1.11
O -12.09 -1.89 -4.94
H -12.58 -1.82 -4.11
H -11.17 -2.03 -4.66
O -0.74 -1.42 4.64
H -1.64 -1.43 4.29
H -0.46 -2.34 4.60
O 2.82 -5.59 -1.34
H 3.42 -5.87 -0.64
H 1.98 -5.45 -0.89
O 1.75 3.61 -6.06
H 1.02 3.08 -6.39
H 2.51 3.32 -6.57
O -6.51 4.38 -0.18
H -7.01 4.81 0.52
H -5.72 4.04 0.27
O 1.81 -1.22 -2.97
H 2.35 -0.91 -2.23
H 1.46 -0.41 -3.36
O 5.31 -8.00 -1.04
H 4.55 -7.72 -1.55
H 6.07 -7.66 -1.54
O 3.80 -2.64 -5.23
H 3.31 -2.20 -4.53
H 4.58 -3.00 -4.79
O 2.70 4.95 5.52
H 2.79 5.07 6.48
H 3.56 4.62 5.25
O -3.39 -3.74 5.08
H -2.85 -3.43 5.81
H -3.75 -2.93 4.69

Output
E_tot (eV): -77003.245
E_HOMO (eV): -12.27
Orbital gap (hartree): 0.354
Net charge: +1
Lowest unoccupied orbital energy (eV): -2.6